Record 1
The following is a DFT calculation (ωB97M-V with the def2-TZVPD basis set) of a 4-piece molecular cluster, C42H58BrF13N3O7P overall in a non-equilibrium geometry.

Output
LUMO ... -0.506 eV
E ... -177959.4139 eV
2S+1 ... 1
SMILES string ... CCOP(=O)(CCc1cc(CCC(F)(F)C(F)(F)C(F)(F)C(F)(F)C(F)(F)C(F)(F)F)c2nc(Br)c(Cc3cccc(C)c3)nc2c1CCC(N)=O)OCC.CC(C)O.CC(C)O.CC(C)O
HOMO ... -0.32857 hartree
Frontier orbital gap ... 8.435 eV

Last column: Löwdin charge in e.
Positions of all 125 atoms, in Å:
C1 2.832 -7.589 1.338  -0.06
C2 1.738 -6.604 1.805  -0.27
O1 2.348 -5.415 2.351  -0.21
P1 2.402 -4.194 1.299  0.51
O2 3.347 -4.372 0.196  -0.25
C3 0.705 -3.782 0.752  -0.20
C4 0.478 -3.982 -0.783  -0.14
C5 0.149 -2.619 -1.412  -0.15
C6 1.042 -2.124 -2.414  0.03
C7 0.823 -0.925 -2.989  -0.15
C8 1.779 -0.426 -4.073  -0.11
C9 3.126 0.099 -3.514  -0.05
C10 3.136 1.630 -3.316  -0.43
F1 2.448 2.255 -4.294  0.13
F2 2.459 1.846 -2.151  0.12
C11 4.608 2.104 -3.213  -0.35
F3 5.284 1.798 -4.339  0.15
F4 5.169 1.332 -2.235  0.14
C12 4.832 3.574 -2.760  -0.33
F5 6.176 3.711 -2.618  0.14
F6 4.326 3.754 -1.532  0.17
C13 4.381 4.682 -3.778  -0.32
F7 4.209 4.224 -5.024  0.17
F8 5.383 5.595 -3.849  0.15
C14 3.101 5.490 -3.363  -0.32
F9 2.144 4.713 -2.837  0.16
F10 2.570 5.970 -4.517  0.15
C15 3.370 6.750 -2.480  -0.53
F11 4.271 6.540 -1.517  0.18
F12 2.224 7.125 -1.892  0.18
F13 3.770 7.772 -3.237  0.18
C16 -0.282 -0.106 -2.619  -0.15
N1 -0.406 1.112 -3.231  0.14
C17 -1.422 1.757 -2.771  -0.59
Br1 -1.686 3.532 -3.502  0.76
C18 -2.362 1.300 -1.786  -0.25
C19 -3.540 2.146 -1.305  -0.11
C20 -3.142 2.766 0.032  -0.23
C21 -2.752 4.078 0.179  -0.05
C22 -2.372 4.544 1.430  -0.08
C23 -2.387 3.691 2.501  -0.06
C24 -2.779 2.357 2.389  -0.26
C25 -2.747 1.451 3.598  -0.05
C26 -3.155 1.926 1.138  -0.03
N2 -2.237 0.121 -1.242  0.20
C27 -1.152 -0.604 -1.651  -0.13
C28 -0.936 -1.880 -1.059  -0.13
C29 -1.958 -2.351 -0.040  -0.12
C30 -3.357 -2.567 -0.759  -0.09
C31 -4.125 -3.756 -0.174  -0.49
N3 -4.326 -3.770 1.258  0.11
O3 -4.519 -4.652 -0.886  0.08
O4 2.913 -2.932 2.178  -0.19
C32 2.001 -2.558 3.224  -0.30
C33 2.733 -2.058 4.481  -0.06
H1 3.635 -7.549 2.081  0.08
H2 2.396 -8.595 1.380  0.08
H3 3.175 -7.317 0.337  0.07
H4 1.039 -6.408 0.980  0.11
H5 1.186 -7.071 2.630  0.12
H6 0.493 -2.741 1.009  0.09
H7 -0.029 -4.402 1.286  0.09
H8 -0.344 -4.678 -0.991  0.12
H9 1.403 -4.314 -1.266  0.09
H10 1.892 -2.753 -2.678  0.14
H11 1.264 0.265 -4.743  0.11
H12 2.017 -1.313 -4.678  0.12
H13 3.928 -0.244 -4.175  0.12
H14 3.287 -0.387 -2.545  0.13
H15 -3.879 2.864 -2.053  0.08
H16 -4.352 1.434 -1.116  0.11
H17 -2.738 4.703 -0.713  0.10
H18 -2.043 5.574 1.559  0.11
H19 -2.070 4.025 3.491  0.11
H20 -2.957 1.985 4.529  0.07
H21 -1.703 1.101 3.702  0.09
H22 -3.366 0.558 3.484  0.07
H23 -3.459 0.884 1.036  0.11
H24 -1.699 -3.316 0.399  0.08
H25 -2.134 -1.599 0.740  0.11
H26 -3.923 -1.634 -0.656  0.11
H27 -3.128 -2.756 -1.812  0.12
H28 -4.266 -2.803 1.570  0.08
H29 -3.539 -4.289 1.642  0.09
H30 1.338 -1.754 2.870  0.11
H31 1.335 -3.380 3.528  0.11
H32 2.750 -2.827 5.264  0.07
H33 3.765 -1.760 4.269  0.08
H34 2.187 -1.209 4.912  0.07
C34 -5.305 -1.667 6.927  -0.06
C35 -4.180 -0.679 6.664  -0.50
C36 -3.680 -0.053 7.957  -0.06
O5 -4.635 0.345 5.779  -0.07
H35 -6.159 -1.165 7.390  0.08
H36 -5.659 -2.103 5.992  0.08
H37 -4.978 -2.474 7.585  0.08
H38 -3.355 -1.188 6.160  0.14
H39 -4.483 0.501 8.452  0.08
H40 -2.879 0.660 7.752  0.08
H41 -3.305 -0.811 8.645  0.08
H42 -5.365 0.804 6.209  0.09
C37 -8.310 2.067 -0.181  -0.06
C38 -7.574 1.791 1.121  -0.49
C39 -8.041 2.723 2.229  -0.06
O6 -6.170 1.949 0.922  -0.06
H43 -8.121 3.089 -0.523  0.08
H44 -7.960 1.397 -0.968  0.08
H45 -9.387 1.933 -0.064  0.08
H46 -7.737 0.755 1.422  0.14
H47 -7.843 3.766 1.965  0.08
H48 -7.498 2.519 3.153  0.08
H49 -9.109 2.610 2.418  0.08
H50 -6.010 2.862 0.656  0.09
C40 8.697 0.229 -3.546  -0.06
C41 9.028 -0.550 -4.809  -0.50
C42 9.226 0.381 -5.996  -0.06
O7 7.976 -1.471 -5.096  -0.05
H51 7.766 0.789 -3.674  0.06
H52 8.549 -0.452 -2.707  0.08
H53 9.496 0.929 -3.292  0.08
H54 9.932 -1.140 -4.651  0.14
H55 8.313 0.948 -6.198  0.08
H56 9.454 -0.191 -6.897  0.08
H57 10.039 1.086 -5.815  0.08
H58 7.171 -0.961 -5.238  0.08

=====

Record 2
The following is a DFT calculation (ωB97M-V with the def2-TZVPD basis set) of C42H58CrN6OP2Se as an isolated structure in a non-equilibrium geometry.

Output
Energy relative to the best compared isomer or geometry (same formula, charge and spin) ... 17.1 kcal per mole
LUMO (spin up / spin down) ... 2.178 / 2.178 eV
Charge ... -1
E ... -167831.6520 eV
2S+1 ... 2
HOMO (spin up / spin down) ... -0.13613 / -0.12077 hartree
<S²> ... 0.801
Frontier orbital gap (spin up / spin down) ... 5.882 / 5.464 eV

Last column: Mulliken spin population.
Positions of all 111 atoms, in Å:
Cr1 1.393 -1.501 -0.697  1.01
C1 -1.236 -0.014 4.455  0.00
C2 -1.292 1.383 3.846  0.00
C3 -0.537 2.371 4.736  0.00
P1 -0.602 1.384 2.086  0.04
C4 -1.314 3.091 1.647  0.00
C5 -1.894 3.218 0.248  0.00
C6 -0.173 4.105 1.787  0.00
C7 -1.795 0.185 1.340  0.00
C8 -3.167 0.415 1.249  0.00
C9 -4.016 -0.529 0.695  0.00
C10 -3.500 -1.741 0.254  0.00
C11 -2.153 -2.020 0.392  0.00
C12 -1.270 -1.061 0.908  0.00
N1 0.096 -1.342 1.077  -0.12
C13 0.441 -2.021 2.197  0.08
C14 -0.473 -2.583 3.124  0.01
C15 -0.039 -3.146 4.304  0.00
C16 1.314 -3.205 4.624  0.00
C17 2.235 -2.703 3.717  -0.01
C18 1.824 -2.140 2.516  0.00
P2 2.862 -1.504 1.190  -0.07
C19 4.406 -2.546 1.132  0.01
C20 5.296 -2.669 2.373  0.00
C21 3.965 -3.928 0.635  0.00
C22 3.386 0.225 1.741  0.04
C23 4.806 0.590 1.314  0.01
C24 3.142 0.502 3.222  0.01
H1 -1.618 0.008 5.481  0.00
H2 -0.213 -0.394 4.481  0.00
H3 -1.838 -0.716 3.883  0.00
H4 -2.342 1.693 3.782  0.00
H5 0.541 2.201 4.674  0.00
H6 -0.839 2.238 5.778  0.00
H7 -0.743 3.407 4.461  0.00
H8 -2.097 3.327 2.378  0.00
H9 -2.418 4.173 0.143  0.00
H10 -1.097 3.190 -0.483  0.00
H11 -2.590 2.424 0.001  0.00
H12 0.607 3.875 1.057  0.00
H13 0.283 4.084 2.778  0.00
H14 -0.531 5.121 1.595  0.00
H15 -3.578 1.343 1.633  0.00
H16 -5.080 -0.335 0.618  0.00
H17 -4.160 -2.485 -0.178  0.00
H18 -1.755 -2.981 0.094  0.00
H19 -1.533 -2.568 2.904  0.00
H20 -0.767 -3.542 5.004  0.00
H21 1.642 -3.642 5.559  0.00
H22 3.287 -2.746 3.962  0.00
H23 4.981 -2.064 0.334  0.00
H24 4.960 -3.490 3.007  0.00
H25 5.308 -1.758 2.972  0.00
H26 6.324 -2.887 2.073  0.00
H27 3.407 -4.448 1.416  0.00
H28 4.829 -4.538 0.357  0.00
H29 3.311 -3.826 -0.233  0.00
H30 2.692 0.856 1.174  0.01
H31 5.552 0.080 1.924  0.00
H32 4.964 1.665 1.429  0.00
H33 4.981 0.327 0.268  0.00
H34 3.723 -0.170 3.857  0.00
H35 2.089 0.368 3.464  0.00
H36 3.425 1.532 3.459  0.00
C25 -6.072 4.368 -0.715  0.00
C26 -5.441 3.569 -1.824  0.00
C27 -5.270 2.196 -1.720  0.00
C28 -4.685 1.451 -2.731  0.00
C29 -4.272 2.075 -3.903  0.00
N2 -3.780 1.373 -5.021  0.00
C30 -3.493 0.016 -5.098  0.00
O1 -3.953 -0.665 -5.992  0.00
N3 -2.682 -0.516 -4.123  0.00
C31 -1.550 0.046 -3.486  0.00
C32 -0.952 1.247 -3.870  0.01
C33 0.178 1.645 -3.167  0.02
C34 0.683 0.863 -2.154  0.11
N4 0.157 -0.330 -1.832  -0.10
C35 -0.946 -0.699 -2.487  0.03
C36 -4.426 3.458 -4.013  0.00
C37 -4.997 4.189 -2.989  0.00
H37 -6.375 3.720 0.107  0.00
H38 -6.954 4.905 -1.070  0.00
H39 -5.372 5.109 -0.322  0.00
H40 -5.607 1.689 -0.824  0.00
H41 -4.569 0.382 -2.611  0.00
H42 -4.083 1.743 -5.907  0.00
H43 -2.708 -1.525 -4.107  0.00
H44 -1.344 1.838 -4.680  0.00
H45 0.670 2.574 -3.424  0.00
H46 1.561 1.155 -1.595  -0.03
H47 -1.334 -1.675 -2.215  0.00
H48 -4.101 3.955 -4.921  0.00
H49 -5.104 5.263 -3.095  0.00
C38 2.831 -0.715 -4.124  -0.01
C39 3.436 -1.554 -2.981  0.04
C40 4.882 -1.090 -2.732  0.00
C41 3.441 -3.033 -3.419  -0.01
N5 2.653 -1.411 -1.806  -0.10
H50 3.338 -0.928 -5.067  0.00
H51 2.920 0.350 -3.901  0.00
H52 1.773 -0.962 -4.228  0.00
H53 5.447 -1.062 -3.667  0.00
H54 5.373 -1.771 -2.033  0.00
H55 4.872 -0.092 -2.289  0.00
H56 4.107 -3.191 -4.273  0.00
H57 2.430 -3.335 -3.694  0.00
H58 3.763 -3.663 -2.589  0.00
Se1 -0.430 -5.717 -2.157  0.01
C42 0.127 -4.200 -1.471  0.02
N6 0.447 -3.182 -0.997  -0.02